i.
Computed, not measured: an isolated molecule of C3H2NO2P, with wB97M-V/def2-TZVPD.

* LUMO energy: -1.3 eV

Structure (ORCA input):
```
! RIJCOSX wB97M-V def2-TZVPD def2/J DEFGRID3
* xyz 0 1
C 1.124 1.814 -0.104
C -0.099 1.604 -0.118
N -1.342 1.273 -0.079
P -2.098 -0.045 0.182
O -0.885 -1.179 0.604
C 0.174 -1.655 -0.024
O 0.197 -1.837 -1.200
H 2.077 2.159 0.169
H 0.853 -2.134 0.569
*
```

From a Mulliken analysis of the wavefunction, the atomic charges in e read: C -0.58; C 0.40; N -0.30; P 0.27; O -0.26; C 0.12; O -0.44; H 0.39; H 0.40


ii.
Computed, not measured: a cluster of 2 separate species, C3H2NO2P in total, with wB97M-V/def2-TZVPD.

* LUMO energy (alpha / beta): -1.4 / -1.4 eV

Structure (ORCA input):
```
! RIJCOSX wB97M-V def2-TZVPD def2/J DEFGRID3
* xyz 0 1
C 0.063 -1.258 -0.019
C 0.923 1.091 0.060
C 1.318 -1.151 0.122
N -1.048 -0.997 -0.476
O -0.151 1.452 -0.260
O -3.149 0.428 -0.458
P -2.098 -0.005 0.445
H 1.947 1.508 -0.109
H 2.195 -1.068 0.696
*
```

From a Mulliken analysis of the wavefunction, the atomic charges in e read: C 0.53; C 0.14; C -0.80; N -0.30; O -0.27; O -0.44; P 0.37; H 0.36; H 0.42


Which of them is the least stable? Correct choice: ii.


i.
Computed, not measured: a cluster of 2 separate species, C6H16 in total, with wB97M-V/def2-TZVPD.

* LUMO energy (alpha / beta): 4.2 / 4.2 eV

Structure (ORCA input):
```
! RIJCOSX wB97M-V def2-TZVPD def2/J DEFGRID3
* xyz -1 2
C -1.106 2.182 -0.691
C -2.212 2.497 0.308
C -1.466 1.096 -1.714
H -0.222 1.838 -0.152
H -0.813 3.087 -1.211
H -1.868 3.144 1.118
H -3.084 2.895 -0.231
H -0.567 0.552 -2.007
H -1.825 1.540 -2.644
H -2.620 1.581 0.756
H -2.158 0.347 -1.326
C 1.092 -1.620 0.542
C 1.282 -2.533 1.773
C 2.374 -1.485 -0.265
H 0.235 -1.829 -0.097
H 0.843 -0.653 0.983
H 1.494 -1.906 2.639
H 2.132 -3.220 1.646
H 3.235 -1.399 0.401
H 2.518 -2.373 -0.891
H 0.385 -3.125 1.990
H 2.351 -0.616 -0.927
*
```

From a Mulliken analysis of the wavefunction, the atomic charges in e read: C -0.45; C -1.95; C -1.70; H 0.50; H 0.35; H 0.57; H 0.44; H 0.24; H 0.59; H 0.49; H 0.48; C -0.61; C -1.66; C -2.24; H 0.58; H 0.09; H 0.51; H 0.33; H 0.35; H 0.51; H 0.66; H 0.92


ii.
Computed, not measured: a cluster of 2 separate species, C6H16 in total, with wB97M-V/def2-TZVPD.

* LUMO energy (alpha / beta): 4.1 / 4.2 eV

Structure (ORCA input):
```
! RIJCOSX wB97M-V def2-TZVPD def2/J DEFGRID3
* xyz -1 2
C 0.331 1.230 0.293
C 1.715 0.915 -0.270
C 0.305 2.515 1.117
C -0.867 1.133 -0.753
H -0.041 0.360 0.989
H 1.988 1.361 -1.115
H -0.687 2.983 1.107
H 0.663 2.138 2.190
H 1.095 3.072 0.692
H -0.741 0.140 -1.336
H -1.685 1.003 -0.142
H -0.936 1.956 -1.502
H 2.020 -0.215 -0.289
H 2.655 1.296 0.483
C -0.652 -2.429 -0.931
C -0.755 -2.487 0.649
H -1.485 -1.914 -1.400
H 0.346 -2.188 -1.304
H -0.960 -3.218 -1.634
H -0.160 -3.391 0.949
H -0.371 -1.562 1.134
H -1.780 -2.697 1.073
*
```

From a Mulliken analysis of the wavefunction, the atomic charges in e read: C 3.09; C -2.60; C -2.36; C -2.05; H -0.72; H 0.68; H 0.59; H 0.48; H 0.38; H -0.09; H 0.72; H 0.71; H 0.80; H 0.29; C -1.63; C -2.59; H 0.61; H 0.26; H 0.90; H 0.58; H 0.60; H 0.34


Which of them is the least stable? Correct choice: ii.


i.
Computed, not measured: a structure of composition C16H16MnN4O4S2, with wB97M-V/def2-TZVPD.

* LUMO energy (alpha / beta): -4.2 / -3.5 eV

Structure (ORCA input):
```
! RIJCOSX wB97M-V def2-TZVPD def2/J DEFGRID3
* xyz 1 5
Mn 0.029 0.034 0.021
O -2.426 -3.054 0.146
C -1.970 -1.943 0.188
O -0.691 -1.652 0.129
C -2.868 -0.722 0.238
C -4.236 -0.840 0.386
C -5.000 0.317 0.401
C -4.366 1.542 0.258
C -2.990 1.567 0.111
N -2.253 0.458 0.103
H -4.670 -1.825 0.489
H -6.073 0.264 0.523
H -4.924 2.468 0.263
H -2.455 2.503 -0.001
C 0.645 3.118 1.919
C 0.617 3.106 0.430
N 0.428 2.060 -0.343
C 0.435 2.392 -1.691
C 0.651 3.704 -1.939
S 0.839 4.551 -0.466
C 0.171 1.317 -2.639
C 0.092 1.372 -3.990
S -0.263 -0.179 -4.612
C -0.298 -0.839 -3.032
N -0.052 0.059 -2.108
C -0.581 -2.283 -2.803
H 0.236 2.196 2.319
H 0.075 3.966 2.299
H 1.669 3.227 2.281
H 0.705 4.206 -2.890
H 0.225 2.225 -4.634
H -0.513 -2.839 -3.735
H -1.584 -2.419 -2.397
H 0.114 -2.701 -2.078
N 2.374 -0.652 0.007
C 2.863 -0.451 1.380
C 1.722 -0.139 2.358
O 1.922 -0.072 3.539
O 0.563 0.103 1.785
H 2.296 -1.642 -0.196
H 3.016 -0.257 -0.669
H 3.529 0.411 1.413
H 3.410 -1.307 1.771
*
```

From a Mulliken analysis of the wavefunction, the atomic charges in e read: Mn 0.86; O -0.61; C 0.16; O -0.48; C 0.87; C -0.85; C -0.27; C -0.87; C -0.13; N 0.11; H 0.54; H 0.45; H 0.43; H 0.39; C -1.34; C 0.53; N 0.24; C -0.36; C -0.31; S -0.14; C 0.01; C -0.44; S -0.13; C 0.49; N 0.45; C -1.11; H 0.24; H 0.45; H 0.36; H 0.45; H 0.44; H 0.48; H 0.23; H 0.25; N -0.42; C -0.50; C 0.50; O -0.61; O -0.55; H 0.29; H 0.26; H 0.28; H 0.37


ii.
Computed, not measured: a structure of composition C16H16MnN4O4S2, with wB97M-V/def2-TZVPD.

* LUMO energy (alpha / beta): -4.0 / -3.6 eV

Structure (ORCA input):
```
! RIJCOSX wB97M-V def2-TZVPD def2/J DEFGRID3
* xyz 1 5
Mn -0.067 0.045 -0.144
O 3.444 1.489 -1.110
C 2.493 1.044 -0.529
O 1.252 1.041 -1.001
C 2.591 0.419 0.838
C 3.748 0.391 1.589
C 3.699 -0.215 2.836
C 2.508 -0.771 3.281
C 1.389 -0.708 2.467
N 1.445 -0.123 1.266
H 4.646 0.841 1.187
H 4.582 -0.253 3.459
H 2.436 -1.246 4.248
H 0.430 -1.108 2.768
C 0.680 -0.519 -3.750
C -0.638 0.061 -3.357
N -1.055 0.267 -2.129
C -2.231 0.993 -2.110
C -2.745 1.273 -3.330
S -1.714 0.653 -4.540
C -2.651 1.485 -0.798
C -3.850 1.959 -0.383
S -3.737 2.448 1.250
C -2.105 1.969 1.308
N -1.665 1.500 0.167
C -1.290 2.023 2.553
H 1.102 -1.127 -2.958
H 1.383 0.296 -3.931
H 0.598 -1.116 -4.657
H -3.629 1.840 -3.570
H -4.766 2.049 -0.943
H -1.488 2.929 3.124
H -0.231 2.007 2.299
H -1.518 1.159 3.179
N 0.335 -2.125 -0.823
C -0.224 -3.009 0.212
C -1.142 -2.249 1.154
O -1.738 -2.791 2.044
O -1.199 -0.933 0.948
H -0.182 -2.218 -1.690
H 1.294 -2.382 -1.028
H 0.583 -3.434 0.809
H -0.776 -3.853 -0.204
*
```

From a Mulliken analysis of the wavefunction, the atomic charges in e read: Mn 0.34; O -0.62; C 0.08; O -0.61; C 0.69; C -0.64; C -0.32; C -0.83; C -0.38; N 0.59; H 0.56; H 0.45; H 0.46; H 0.54; C -1.15; C 0.56; N 0.51; C -0.23; C -0.36; S -0.15; C 0.00; C -0.39; S -0.16; C 0.80; N 0.01; C -1.20; H 0.11; H 0.32; H 0.48; H 0.46; H 0.46; H 0.50; H 0.18; H 0.25; N -0.45; C -0.54; C 0.43; O -0.61; O -0.37; H 0.29; H 0.24; H 0.30; H 0.40


Which of them is the least stable? Correct choice: i.


i.
Computed, not measured: an isolated molecule of C6H6N2O, with wB97M-V/def2-TZVPD.

* LUMO energy: -0.9 eV

Structure (ORCA input):
```
! RIJCOSX wB97M-V def2-TZVPD def2/J DEFGRID3
* xyz 0 1
N 2.692 1.501 2.241
C 1.786 1.074 1.692
C 0.845 0.266 1.060
N 1.240 -0.875 0.650
C 0.474 -1.649 -0.153
C -0.644 -1.204 -0.858
C -0.979 0.258 -0.694
O -0.387 1.137 -1.666
C -0.570 0.739 0.709
H 0.739 -2.738 -0.258
H -1.084 -1.526 -1.781
H -2.188 0.317 -0.664
H -0.159 0.480 -2.367
H -0.560 1.918 0.658
H -1.207 0.301 1.430
*
```

From a Mulliken analysis of the wavefunction, the atomic charges in e read: N -0.41; C 0.12; C 0.58; N -0.54; C -0.13; C -0.69; C 0.22; O -0.50; C -0.76; H 0.37; H 0.46; H 0.20; H 0.39; H 0.34; H 0.36


ii.
Computed, not measured: a cluster of 2 separate species, C6H6N2O in total, with wB97M-V/def2-TZVPD.

* LUMO energy (alpha / beta): -3.1 / -2.7 eV

Structure (ORCA input):
```
! RIJCOSX wB97M-V def2-TZVPD def2/J DEFGRID3
* xyz 0 1
C 1.792 1.394 -0.177
C 2.575 -1.407 -0.150
C 0.811 0.655 0.403
C -0.550 0.159 0.266
C -0.782 -1.403 0.080
C -1.695 1.190 -0.128
N 2.599 2.002 -0.766
N 3.273 -2.232 -0.543
O 0.073 0.491 1.500
H -0.552 -1.580 -0.942
H -1.764 -1.576 0.411
H -0.019 -1.831 0.668
H -1.171 2.097 -0.344
H -2.399 1.254 0.696
H -2.191 0.786 -0.974
*
```

From a Mulliken analysis of the wavefunction, the atomic charges in e read: C 0.10; C -0.10; C 0.10; C 1.34; C -1.39; C -1.28; N -0.32; N -0.42; O -0.38; H 0.36; H 0.43; H 0.44; H 0.44; H 0.32; H 0.36


Which of them is the least stable? Correct choice: ii.


i.
Computed, not measured: an isolated molecule of C8H12N4O3, with wB97M-V/def2-TZVPD.

* LUMO energy: 0.7 eV

Structure (ORCA input):
```
! RIJCOSX wB97M-V def2-TZVPD def2/J DEFGRID3
* xyz 0 1
N -2.313 4.080 -0.791
C -2.320 2.696 -1.211
C -1.375 1.795 -0.410
O -0.858 2.166 0.629
N -1.167 0.550 -0.913
C -0.407 -0.440 -0.196
C 1.108 -0.184 -0.223
C 1.906 -1.415 0.029
C 2.707 -1.736 1.086
N 3.168 -3.006 0.827
C 2.631 -3.400 -0.351
N 1.859 -2.472 -0.859
C -0.889 -0.576 1.252
O -0.202 -0.735 2.220
O -2.240 -0.585 1.315
H -2.383 4.065 0.198
H -1.369 4.460 -0.993
H -3.344 2.309 -1.076
H -2.097 2.657 -2.256
H -1.707 0.231 -1.743
H -0.556 -1.421 -0.653
H 1.366 0.580 0.481
H 1.360 0.192 -1.224
H 2.937 -1.197 2.003
H 3.783 -3.569 1.420
H 2.843 -4.371 -0.789
H -2.441 -0.673 2.229
*
```

From a Mulliken analysis of the wavefunction, the atomic charges in e read: N -0.65; C -0.90; C 0.66; O -0.63; N -0.14; C -0.23; C -0.65; C 0.47; C -0.66; N -0.06; C -0.31; N -0.63; C 0.42; O -0.56; O -0.45; H 0.30; H 0.29; H 0.32; H 0.41; H 0.29; H 0.65; H 0.33; H 0.37; H 0.41; H 0.20; H 0.42; H 0.33


ii.
Computed, not measured: an isolated molecule of C8H12N4O3, with wB97M-V/def2-TZVPD.

* LUMO energy: 0.6 eV

Structure (ORCA input):
```
! RIJCOSX wB97M-V def2-TZVPD def2/J DEFGRID3
* xyz 0 1
N 0.243 2.655 1.841
C 0.071 2.670 0.388
C -1.411 2.355 0.145
O -2.252 3.147 0.517
N -1.728 1.186 -0.488
C -0.838 0.082 -0.732
C -0.340 -0.607 0.556
C 0.910 -1.395 0.315
C 1.168 -2.729 0.425
N 2.462 -2.906 0.050
C 2.944 -1.678 -0.289
N 2.048 -0.742 -0.142
C -1.517 -0.951 -1.619
O -0.939 -1.674 -2.396
O -2.846 -1.032 -1.395
H 1.185 2.959 2.109
H -0.392 3.335 2.216
H 0.750 1.929 -0.047
H 0.273 3.685 -0.093
H -2.722 1.006 -0.502
H 0.023 0.417 -1.315
H -0.123 0.159 1.299
H -1.145 -1.261 0.973
H 0.490 -3.544 0.749
H 2.966 -3.787 0.036
H 3.915 -1.533 -0.629
H -3.192 -1.746 -1.975
*
```

From a Mulliken analysis of the wavefunction, the atomic charges in e read: N -0.59; C -0.44; C 0.43; O -0.66; N -0.16; C 0.15; C -0.50; C 0.46; C -0.68; N -0.06; C -0.36; N -0.43; C 0.20; O -0.56; O -0.46; H 0.21; H 0.24; H 0.34; H 0.33; H 0.20; H 0.34; H 0.34; H 0.23; H 0.35; H 0.19; H 0.51; H 0.37


Which of them is the least stable? Correct choice: ii.


i.
Computed, not measured: a cluster of 3 separate species, C6H19NO3 in total, with wB97M-V/def2-TZVPD.

* LUMO energy: 0.6 eV

Structure (ORCA input):
```
! RIJCOSX wB97M-V def2-TZVPD def2/J DEFGRID3
* xyz 0 1
C 1.689 -2.078 -0.332
C 0.992 -1.125 -1.361
N 0.024 -0.117 -0.601
C 0.969 0.950 0.011
C 0.478 1.307 1.402
C -0.979 0.537 -1.475
C -2.392 0.058 -0.925
O -3.404 1.007 -0.617
H 2.697 -2.393 -0.570
H 1.689 -1.469 0.589
H 1.075 -2.996 0.134
H 1.445 -0.627 -2.097
H 0.286 -1.857 -1.793
H 1.065 1.841 -0.600
H 1.931 0.527 0.024
H 0.382 0.382 2.068
H -0.582 1.748 1.417
H 1.148 2.064 1.779
H -0.782 1.490 -1.607
H -0.883 0.038 -2.472
H -2.164 -0.692 -0.159
H -2.851 -0.670 -1.671
H -3.095 1.477 0.122
O 4.461 -0.455 0.654
H 4.216 0.337 1.210
H 3.672 -0.205 0.056
O -2.231 0.016 2.464
H -3.076 -0.228 2.071
H -1.500 -0.378 1.768
*
```

From a Mulliken analysis of the wavefunction, the atomic charges in e read: C -1.02; C -0.86; N 0.24; C 0.09; C -1.18; C -0.85; C -0.49; O -0.52; H 0.34; H 0.29; H 0.25; H 0.57; H 0.44; H 0.52; H -0.51; H 0.19; H 0.23; H 0.47; H 0.62; H 0.34; H 0.19; H 0.32; H 0.34; O -0.66; H 0.34; H 0.32; O -0.67; H 0.32; H 0.32


ii.
Computed, not measured: a cluster of 3 separate species, C6H19NO3 in total, with wB97M-V/def2-TZVPD.

* LUMO energy: 0.6 eV

Structure (ORCA input):
```
! RIJCOSX wB97M-V def2-TZVPD def2/J DEFGRID3
* xyz 0 1
C 0.625 -1.302 -2.591
C -0.255 -0.297 -1.813
C -0.103 -0.453 -0.283
C 0.176 0.861 0.516
C -0.623 0.887 1.818
O -1.178 2.189 2.160
N 1.605 0.966 0.792
C 2.367 1.732 -0.155
H 1.668 -1.044 -2.488
H 0.511 -2.299 -2.155
H 0.325 -1.340 -3.625
H 0.053 0.707 -2.103
H -1.273 -0.491 -2.129
H -0.967 -0.985 0.100
H 0.752 -1.096 -0.078
H -0.154 1.663 -0.160
H -1.427 0.156 1.871
H 0.092 0.756 2.629
H -1.203 2.744 1.367
H 1.783 1.300 1.728
H 3.417 1.422 -0.178
H 2.378 2.818 0.003
H 2.045 1.604 -1.190
O 0.721 -4.882 1.181
H 1.252 -4.894 0.377
H -0.003 -4.260 1.039
O -4.462 1.051 1.368
H -3.527 1.196 1.553
H -4.593 1.294 0.447
*
```

From a Mulliken analysis of the wavefunction, the atomic charges in e read: C -1.31; C -0.44; C -1.00; C 0.50; C -0.70; O -0.52; N -0.42; C -0.98; H 0.33; H 0.29; H 0.39; H 0.28; H 0.39; H 0.39; H 0.43; H 0.18; H 0.37; H 0.33; H 0.34; H 0.19; H 0.31; H 0.33; H 0.30; O -0.64; H 0.32; H 0.32; O -0.66; H 0.35; H 0.31


Which of them is the least stable? Correct choice: i.